(1)
15
Properties=species:S:1:pos:R:3:nbo_charge:R:1 method="wB97M-V/def2-TZVPD" energy_ev=-20679.358 relative_energy_ev=3.378
C -1.87587 1.00514 -2.52544 -0.24
C 0.33666 0.36308 -0.00695 0.31
C 1.42356 -0.23390 2.18967 -0.56
C 0.90923 -1.43077 1.36890 -0.07
H -1.14814 1.31996 -3.25004 0.17
H -2.52179 0.27762 -2.97956 0.19
H -2.41935 1.84886 -2.09852 0.17
H 0.70690 0.00123 2.96519 0.22
H 2.38642 -0.44866 2.75435 0.24
H 1.74391 -1.91969 0.80057 0.18
H 0.41129 -2.19673 1.93012 0.21
N -0.22710 0.96738 -0.94878 -0.23
O -1.23481 0.23374 -1.56105 -0.39
O -0.01514 -0.91730 0.37627 -0.49
S 1.52422 1.13005 0.98528 0.28


(2)
22
Properties=species:S:1:pos:R:3:nbo_charge:R:1 method="wB97M-V/def2-TZVPD" energy_ev=-26205.691 relative_energy_ev=0.076
O -1.63722 -4.24631 -0.56878 -0.54
O -3.26108 0.15623 -0.34365 -0.57
O -0.08653 1.99571 1.16353 -0.61
I -3.80776 -2.47693 -2.40221 0.17
O -0.99145 3.49961 -0.32250 -0.65
C -1.51751 -3.02269 -0.52504 0.47
C -2.28835 -0.65854 -0.48848 0.67
C -0.61972 2.27867 0.04326 0.79
C -0.20340 -2.41865 -0.26805 -0.40
C 0.03069 -1.08305 -0.28429 0.31
N -0.94267 -0.15088 -0.56623 -0.45
C 1.46186 -0.53427 -0.03564 -0.66
C -2.65628 -2.13955 -0.55458 -0.46
C -0.69329 1.17468 -1.07672 -0.31
H -0.74268 4.14447 0.31314 0.51
H 0.63680 -3.04053 0.03402 0.24
H 1.51462 -0.28720 1.02911 0.26
H 2.25288 -1.33048 -0.16807 0.24
H 1.64986 0.40116 -0.54025 0.22
H -3.34095 -2.33046 0.24600 0.29
H 0.22280 1.15522 -1.67138 0.24
H -1.44256 1.28493 -1.81129 0.25


(3)
34
Properties=species:S:1:pos:R:3:nbo_charge:R:1 method="wB97M-V/def2-TZVPD" energy_ev=-61104.817 multiplicity=5 charge=+2 s2=6.006
C -0.51805 -3.05559 -2.13700 -0.68
I 1.87705 -1.99684 -2.46414 0.32
H -1.46447 -2.61078 -1.75969 0.25
H -0.28851 -4.00353 -1.64802 0.28
H -0.61554 -3.20465 -3.20719 0.29
Pm -0.19910 -1.19065 -0.53890 1.30
P -0.01021 1.40995 -2.09965 0.85
C 1.43704 2.01342 -3.02947 -0.94
C -1.20535 1.13750 -3.46270 -0.93
H -1.49085 2.78307 -0.77518 0.26
H -0.96479 3.62728 -2.26519 0.26
H 0.14876 3.49157 -0.86430 0.25
C -0.64076 2.99002 -1.43448 -0.93
H -2.19455 0.93285 -3.02917 0.27
H -1.23059 2.05266 -4.07295 0.26
H 1.09036 2.63977 -3.86480 0.27
H 2.00241 1.15630 -3.41920 0.24
H -0.88317 0.28097 -4.07286 0.24
H 2.08791 2.60645 -2.37173 0.26
C 1.39078 0.70242 0.19526 0.52
O 2.08795 1.54012 0.58948 -0.39
Cl -2.58879 -0.33279 -0.34443 -0.46
C 0.09106 0.01816 5.13151 -0.42
N 0.12893 -0.86576 3.96847 -0.29
C 0.49210 -2.22085 3.96703 -0.04
C 0.43241 -2.64487 2.66952 -0.07
N 0.03993 -1.56735 1.86699 -0.64
C -0.15102 -0.51482 2.70117 0.22
H -0.78144 -0.19835 5.75817 0.24
H 1.00238 -0.12398 5.72183 0.24
H 0.03684 1.06214 4.80422 0.23
H 0.78093 -2.75584 4.84981 0.26
H 0.60816 -3.62451 2.24621 0.24
H -0.50781 0.46653 2.39138 0.23